22
Properties=species:S:1:pos:R:3:forces:R:3 method="wB97M-V/def2-TZVPD" multiplicity=2 homo_lumo_gap_ev="10.50 / 6.16" e_lumo_ha="-0.149 / -0.306" charge=+1
C -1.73409 -1.32035 -0.44805 -3.6439 3.0592 1.3374
C -1.52721 0.20489 -0.62458 -0.9448 -0.5220 1.7473
C -0.24410 0.80515 -1.18662 -0.3256 0.8918 -1.9037
N 1.05278 2.67011 0.41270 2.9731 0.4128 -1.2392
C 1.55564 1.37867 0.22943 -1.9801 1.9922 0.6336
N 0.95662 0.52220 -0.56186 1.7226 0.4481 0.9903
H -1.22099 -1.80014 -1.14364 2.2247 -2.5786 -2.7802
H -1.46398 -1.56193 0.54760 0.4193 -0.6555 0.6410
H -2.83787 -1.55474 -0.57716 1.3039 0.3555 0.1496
H -2.33577 0.67613 -1.14843 -0.3202 0.0874 -0.6601
H -1.64099 0.61752 0.39861 0.2705 0.1226 -0.4499
H -0.46109 1.88797 -1.07094 -0.1103 -0.5102 -0.2112
H 0.03286 0.66106 -2.26876 -1.1051 -0.4333 0.7348
H 1.75109 3.47041 0.56935 -1.0229 -1.8576 0.5130
H 0.42515 3.04649 -0.29495 -0.2225 -0.4448 0.2967
H 2.41390 1.11517 0.80837 0.3455 -0.3318 0.3598
H 0.71676 -1.59743 1.81195 0.1866 1.3212 1.8126
H 0.27044 -0.62971 3.03895 -2.3645 0.4044 1.2437
O 0.97534 -0.92962 2.53587 2.2311 -1.6800 -3.3278
H 1.06442 -3.29138 -0.43670 0.1885 -2.2787 -0.5156
H 1.39838 -1.86918 -0.59463 -1.3629 -1.1548 1.7319
O 0.85272 -2.50130 0.00350 1.5370 3.3522 -1.1039

24
Properties=species:S:1:pos:R:3:forces:R:3 method="wB97M-V/def2-TZVPD" homo_lumo_gap_ev=9.82 smiles="NCCNCC(=O)O.O.O" e_lumo_ha=0.023 charge=0
N -0.92464 1.85489 2.44461 0.3585 -0.2309 0.1591
C 0.36401 1.20363 2.14802 -0.5582 0.3968 0.1237
C 0.28423 -0.29747 1.88880 0.3069 1.3550 0.7610
N -0.34038 -0.57974 0.60588 0.7405 -0.4835 0.1937
C 0.26665 -1.71326 -0.06284 -0.4268 -0.8882 -0.1391
C -0.15546 -1.85769 -1.51280 0.6850 0.1605 0.6077
O -1.24616 -1.59287 -1.93294 -0.2504 0.0686 -0.3056
O 0.84623 -2.38554 -2.22988 -0.1827 -0.1122 -0.1863
H -1.04890 2.67871 1.87919 -0.2345 -0.0361 -0.0903
H -1.71466 1.24102 2.33238 -0.1254 -0.0020 -0.1528
H 1.01540 1.36269 3.00705 0.2428 -0.0266 0.0214
H 0.80305 1.69953 1.28198 0.2699 -0.1091 -0.0670
H 1.32235 -0.60806 1.90576 0.2127 -0.3425 -0.4648
H -0.10598 -0.72960 2.82213 -0.6239 -0.4473 -0.4628
H -1.34725 -0.61300 0.63979 -0.0951 -0.2125 -0.0232
H 0.05150 -2.72250 0.34749 -0.3565 0.2768 0.2319
H 1.34341 -1.68609 0.03067 0.2605 0.4834 -0.2748
H 0.54889 -2.51785 -3.14333 -0.0692 0.0752 0.0532
O 1.40313 1.12655 -2.82338 0.1093 0.2470 -0.2491
H 1.01531 1.66343 -3.52851 0.0952 -0.2471 0.0792
H 1.02593 1.53762 -2.03969 -0.1332 -0.0695 0.0248
O -1.20762 1.35481 -1.41254 0.2508 0.6611 0.2037
H -0.55589 0.96424 -0.80088 -0.6601 -0.2740 -0.0979
H -1.64314 0.61654 -1.84696 0.1840 -0.2429 0.0544

22
Properties=species:S:1:pos:R:3:forces:R:3 method="wB97M-V/def2-TZVPD" homo_lumo_gap_ev=9.22 smiles=NCCNCCS.O e_lumo_ha=0.023 charge=0
N 0.88511 -1.40181 1.03300 -0.0862 0.2574 0.2986
C -0.23685 -0.74994 1.75841 1.2122 0.2902 -1.2232
C -0.29047 0.72619 1.32616 -0.2963 -0.4265 1.0496
N -0.33976 1.06562 -0.06239 -0.2298 0.0170 -0.4266
C -1.54642 0.67209 -0.77931 -0.4864 0.8970 0.2399
C -1.55022 -0.74955 -1.34491 -0.0092 0.4997 -0.4070
S -1.22802 -0.79459 -3.13882 0.0489 -0.0173 -0.3810
H 1.68277 -0.77343 1.09594 0.0784 -0.1523 -0.0922
H 1.15955 -2.24502 1.52432 -0.0173 -0.0652 -0.1343
H -1.13944 -1.24505 1.42803 -0.4130 -0.2950 0.4932
H -0.02942 -0.77159 2.82872 -0.6839 -0.1149 0.1902
H -1.14135 1.16376 1.84288 -0.3776 0.1551 -0.1340
H 0.54326 1.21105 1.81466 0.6275 0.2959 -0.1515
H 0.46162 0.71885 -0.56636 0.3248 0.0361 0.0355
H -2.39723 0.85234 -0.11202 0.0845 -0.3437 0.1732
H -1.72922 1.41168 -1.56191 0.1994 -0.1950 -0.2800
H -2.48011 -1.26302 -1.12485 0.1115 -0.2634 0.0355
H -0.68086 -1.23981 -0.94488 0.0228 -0.6204 0.5085
H -2.37851 -1.29922 -3.60009 -0.0851 0.0570 0.1892
O 4.01957 1.44103 -0.86268 0.2655 0.4259 1.1130
H 3.97536 2.30541 -0.42176 -0.2837 0.0631 -0.6551
H 4.44066 0.96500 -0.13216 -0.0068 -0.5007 -0.4413

21
Properties=species:S:1:pos:R:3:forces:R:3 method="wB97M-V/def2-TZVPD" homo_lumo_gap_ev=10.77 smiles=CP(C)[NH2+]CCN e_lumo_ha=-0.117 charge=+1
C 1.89038 -0.35294 -0.64955 2.1815 -0.0152 -0.5788
P 0.90739 1.04304 0.02625 -0.1641 -1.4095 -2.0857
C 0.84408 1.99690 -1.52514 -0.8136 1.2378 -0.9779
N -0.79477 0.31967 -0.40282 -1.3596 -2.3173 0.9528
C -1.54765 0.23419 0.92594 -0.0346 -1.5953 -1.1668
C -1.29334 -1.17692 1.64756 0.5398 2.4087 -0.6288
N -0.03804 -1.69626 1.00788 -0.4353 -1.8344 1.4464
H 2.22733 -1.00619 0.21491 -0.3172 0.6721 -1.4265
H 2.85827 0.28039 -1.02251 -2.0516 -1.8664 0.5933
H 1.42487 -0.99860 -1.52536 1.0460 1.5618 1.7870
H 1.78756 2.25136 -2.04661 -0.3340 -0.5904 0.4613
H 0.44997 2.98508 -1.23337 -0.1680 -0.2204 -0.3649
H 0.10692 1.51872 -2.25214 1.2884 0.7032 0.6945
H -0.79649 -0.69649 -0.74110 0.8828 1.7239 0.5424
H -1.39387 0.76933 -1.09362 0.3780 0.7187 0.1356
H -2.55146 0.50319 0.76407 -1.6430 -0.3951 -0.4746
H -1.23001 1.07567 1.44893 1.0677 1.0181 1.4553
H -1.11576 -0.74277 2.67271 -0.2272 -1.6299 -0.6290
H -2.18853 -1.83451 1.54191 0.8714 0.5069 0.3467
H -0.23080 -2.60029 0.47932 0.5129 1.4094 1.3313
H 0.68391 -1.87257 1.76276 -1.2205 -0.0865 -1.4133

21
Properties=species:S:1:pos:R:3:forces:R:3 method="wB97M-V/def2-TZVPD" multiplicity=2 homo_lumo_gap_ev="5.09 / 9.46" e_lumo_ha="0.040 / 0.033" charge=0
C 0.19061 -2.59943 -0.71792 -1.0701 4.3930 1.9853
C 0.23282 -0.34803 -1.68241 -2.4440 0.8960 -3.4288
N -0.46569 -1.51993 -1.53246 1.0239 -1.8507 1.0739
N 1.36870 -0.05327 -1.02698 3.6008 -1.3411 1.7650
N -0.63797 0.60325 -2.27102 -1.2828 -3.8292 2.7576
H -1.43264 -1.56080 -1.86994 0.9489 -0.1591 0.4386
H 2.18740 -0.75483 -1.02276 -1.9646 1.9614 -0.3964
H 1.65972 0.87912 -0.78768 -0.3338 0.0819 -0.1080
H -1.55976 0.74608 -1.85914 0.2055 -0.0611 0.3681
H -0.34115 1.34651 -2.72196 2.0620 4.0832 -2.5200
H 0.09451 -3.50535 -1.16963 0.1352 -2.6255 -1.2948
H -0.40552 -2.56905 0.22502 0.8674 -0.6698 -0.2192
H 1.25299 -2.26752 -0.45941 -1.6954 -0.9353 -0.5395
C -0.95128 1.14650 2.19340 -2.1916 -1.1841 -0.4179
C 0.44010 1.66923 2.06910 2.5592 1.5223 -2.0381
H -1.08856 1.01170 3.26616 -0.7908 -0.2142 -0.0376
H -1.70327 1.92100 1.81187 1.0158 -1.0443 0.6140
H -1.26416 0.14658 1.63120 1.1600 1.9380 1.2066
H 1.28735 1.39541 2.85746 -2.0182 -0.0129 -1.8650
H 0.37137 2.79472 2.12194 0.2009 -1.0014 0.2126
H 0.76439 1.51811 0.94518 0.0116 0.0528 2.4434

21
Properties=species:S:1:pos:R:3:forces:R:3 method="wB97M-V/def2-TZVPD" multiplicity=2 homo_lumo_gap_ev="2.40 / 8.04" e_lumo_ha="0.017 / 0.022" charge=0
C -0.84941 -1.70021 -0.33106 0.5994 0.5754 -0.5278
N 0.18348 -1.00396 -1.15491 0.5329 0.1189 0.6226
C 0.02995 -1.18532 -2.60371 -0.9796 -0.4904 -0.1859
H -1.78163 -1.39736 -0.75280 -0.8042 0.1575 -0.1976
H -0.72354 -2.76383 -0.50803 -0.0522 -0.1884 0.6445
H -0.81580 -1.30028 0.69540 0.2567 -0.6196 -0.3250
H 1.12579 -1.30146 -0.86565 0.1964 0.0213 0.3500
H 0.13525 -2.28460 -2.85904 0.0745 1.3867 0.0774
H 0.73809 -0.51347 -3.14245 -0.5876 -0.7329 0.3104
H -1.03189 -0.88583 -2.76176 0.8040 -0.1185 -0.5701
C 0.81949 1.17707 1.93628 -1.9553 0.5442 -0.5050
C -0.19259 1.53002 1.10926 0.3779 -0.0027 -0.2863
N -0.06655 1.54144 -0.33650 -0.4252 -0.1301 -0.2003
N 0.65246 1.28442 3.31227 0.1224 -0.2192 1.0207
H 1.77781 0.82742 1.63700 0.7269 -0.3004 -0.6656
H -1.12258 1.95708 1.46638 0.1483 -0.1920 0.2293
H 0.66103 2.14704 -0.66756 1.1477 0.4857 0.0298
H 0.12193 0.07394 -0.89790 -0.0320 -0.1077 0.0395
H -0.86786 1.99301 -0.77378 -0.4542 -0.3642 0.2652
H -0.22687 0.94110 3.70908 0.4245 0.1901 -0.4090
H 1.43344 0.86377 3.78950 -0.1211 -0.0135 0.2831

21
Properties=species:S:1:pos:R:3:forces:R:3 method="wB97M-V/def2-TZVPD" homo_lumo_gap_ev=10.42 e_lumo_ha=-0.098 charge=+1
C 1.34010 -1.36920 -0.81603 0.1904 0.2346 -0.2671
N 1.43026 0.07131 -1.15594 0.2723 0.2922 -0.1875
C 1.07277 0.37908 -2.56645 0.0467 -0.2099 -0.0176
H 1.58095 -1.50113 0.22904 0.0402 -0.0776 0.2044
H 0.33203 -1.70688 -1.02475 -0.1140 -0.0874 -0.0090
H 2.04302 -1.91670 -1.44302 -0.0811 -0.0652 0.0927
H 2.37930 0.40112 -0.97231 -0.0379 -0.0859 -0.0645
H 0.81371 0.69930 -0.52853 -0.2689 -0.0537 0.2318
H 1.86856 0.06288 -3.23243 0.1025 0.0208 -0.0251
H 0.89711 1.44452 -2.65468 0.0019 0.0896 -0.0582
H 0.17344 -0.17217 -2.82534 -0.1058 0.0820 0.0588
C -2.18248 -0.61427 2.39764 0.0179 -0.3634 -0.0821
N -1.15140 -0.13182 1.48370 -0.2264 -0.0590 -0.1837
C -0.81909 1.16313 1.38701 0.0301 0.1791 0.2137
N -0.09958 1.66236 0.44180 -0.3338 -0.0698 0.0249
H -1.86481 -1.55152 2.85367 0.0437 0.1288 0.1151
H -2.38244 0.11849 3.17165 0.1050 0.0633 0.0683
H -3.10867 -0.81270 1.86182 -0.0954 0.0981 -0.0350
H -1.06433 -0.66910 0.63346 0.1383 -0.0050 0.0821
H -1.17854 1.77020 2.21922 -0.0781 0.0225 -0.0894
H -0.07991 2.67310 0.54049 0.3525 -0.1340 -0.0723

21
Properties=species:S:1:pos:R:3:forces:R:3 method="wB97M-V/def2-TZVPD" homo_lumo_gap_ev=5.56 e_lumo_ha=-0.308 charge=+1
N 0.08106 2.61327 -2.52074 -0.0818 0.2809 0.4040
C 0.36935 2.37104 -1.18929 0.6187 -1.8018 -0.4755
C 1.26362 3.49814 -0.61135 0.4686 2.0599 0.0616
C 2.37372 3.81609 -1.59725 -0.8668 -0.0732 0.0169
N 1.78321 4.61632 -2.67029 0.4977 -0.9945 0.4470
C -0.99542 2.34743 -0.43009 -1.5783 0.1725 0.1625
N -1.73521 1.20671 -0.92368 1.4623 0.4684 -0.7012
H 0.44967 1.87026 -3.13748 0.0247 0.1463 0.1279
H -4.78073 -27.42326 13.29993 0.1942 -0.8601 -0.4017
H 2.47417 4.85734 -3.36922 -0.0889 -0.2091 -0.3895
H 0.84768 1.40205 -0.99713 0.0939 0.0906 -0.2375
H 0.65882 4.40523 -0.51594 -0.0749 -0.1233 -0.0152
H 1.63425 3.28848 0.38912 -0.1316 -0.7276 -0.0886
H 3.19833 4.34703 -1.12695 -0.0494 0.1765 0.1487
H 2.76830 2.86730 -1.97885 0.5024 0.1252 0.0301
H -4.62643 -28.10684 12.98059 -0.1942 0.8601 0.4017
H 0.95185 4.14068 -3.06442 -0.2799 0.5373 0.0255
H -1.49228 3.30013 -0.64145 0.3203 0.1187 -0.0239
H -0.85884 2.22836 0.64237 0.2973 0.1668 0.0381
H -1.68986 1.19377 -1.93699 -0.4623 -0.2139 -0.0066
H -2.67526 1.16049 -0.60089 -0.6720 -0.1997 0.4757

Energy relative to the best compared isomer or geometry (same formula, charge and spin), record by record: 309.4; 63.5; 81.5; 189.6; 178.2; 290.3; 69.3; 648.2 kJ/mol
Energy, record by record: -420.41910; -571.27966; -743.70280; -611.36921; -324.91945; -324.87675; -324.83844; -324.61796 Ha